{"formula": "C31H46MoP2", "method": "wB97M-V/def2-TZVPD", "elements": ["Mo", "C", "C", "C", "C", "C", "C", "H", "H", "H", "C", "H", "H", "H", "C", "H", "H", "H", "C", "H", "H", "H", "C", "H", "H", "H", "C", "C", "C", "C", "C", "C", "C", "C", "H", "H", "H", "H", "H", "H", "H", "H", "H", "H", "H", "H", "P", "C", "C", "P", "C", "C", "C", "H", "H", "H", "H", "H", "H", "H", "H", "H", "H", "H", "H", "H", "H", "C", "C", "C", "C", "C", "C", "C", "C", "H", "H", "H", "H", "H"], "xyz": [[0.575002, 0.037220, 0.678439], [2.961281, 0.346679, 1.049618], [2.157826, 0.841471, 2.132297], [1.841272, -1.474635, 1.941894], [2.743781, -1.063483, 0.920404], [1.477315, -0.306165, 2.699547], [4.045104, 1.036352, 0.318224], [4.034790, 2.119839, 0.462266], [3.997396, 0.860817, -0.759514], [5.029395, 0.680092, 0.650882], [3.375629, -1.942841, -0.089879], [4.065244, -1.390871, -0.744277], [2.637680, -2.405465, -0.749563], [3.916525, -2.759395, 0.402022], [1.389255, -2.857521, 2.225278], [2.256065, -3.521243, 2.310011], [0.764363, -3.251548, 1.423789], [0.794965, -2.911777, 3.141775], [0.713001, -0.351081, 3.967108], [1.340157, -0.743117, 4.779600], [-0.162362, -1.002620, 3.903268], [0.358162, 0.639747, 4.277878], [2.105912, 2.213172, 2.692843], [2.788674, 2.268865, 3.545579], [1.105261, 2.483194, 3.048265], [2.400624, 2.970631, 1.964667], [-1.959370, 1.992460, -2.395457], [-0.826810, 2.837349, -2.180937], [-1.038179, 4.206962, -1.472273], [-2.053449, 4.229981, -0.317621], [-2.195772, 2.984999, 0.531368], [-3.241310, 2.086792, 0.354763], [-4.027973, 1.888583, -0.899192], [-3.357738, 2.388272, -2.209934], [-1.331681, 4.955374, -2.236948], [-3.018836, 4.581874, -0.708254], [-0.107216, 4.632172, -1.089761], [-3.536052, 3.458482, -2.333792], [-1.836633, 1.036788, -2.912836], [-0.122894, 2.994192, -3.029171], [-3.922662, 1.921696, -3.023691], [-4.243808, 0.808830, -1.025518], [-3.700543, 1.583322, 1.182362], [-5.018112, 2.376007, -0.792681], [-1.725573, 5.034312, 0.355489], [-1.711797, 3.089867, 1.507199], [0.506152, 1.474597, -1.740664], [0.866710, 0.567738, -3.259058], [1.509710, 2.755679, -0.934325], [-1.618686, -0.220782, 1.498676], [-0.718449, 0.981342, -0.572231], [-2.020124, 0.858335, 2.906203], [-2.982609, -1.248194, 0.908270], [0.753990, -0.531418, -3.178070], [1.891942, 0.815625, -3.593484], [0.145209, 0.954155, -4.012710], [0.822697, 3.376214, -0.343379], [1.918968, 3.346834, -1.757230], [2.303710, 2.474754, -0.220342], [-3.675428, -0.692967, 0.281389], [-3.527137, -1.673310, 1.775242], [-2.568108, -2.079948, 0.312344], [-1.565070, 0.373959, -0.919598], [-1.005392, 1.925949, -0.049234], [-1.855978, 0.291693, 3.841681], [-3.055210, 1.219294, 2.914105], [-1.355082, 1.733307, 2.916175], [0.199206, -1.506593, -0.543137], [0.257575, -2.714062, -0.854575], [0.353491, -4.069084, -1.231787], [-0.600511, -4.613298, -2.119227], [-0.500617, -5.942005, -2.537477], [0.536111, -6.760658, -2.066051], [1.472326, -6.239690, -1.174247], [1.386810, -4.925277, -0.746413], [-1.403420, -3.976934, -2.496679], [-1.228860, -6.355177, -3.230136], [0.609621, -7.792957, -2.410345], [2.275035, -6.874555, -0.805498], [2.135505, -4.537202, -0.053719]], "atomic_forces_ev_per_a": [[1.32, 0.79, -1.18], [-0.50, -0.68, 0.97], [0.23, -1.60, 0.18], [-0.41, 0.52, 0.13], [-0.78, 0.48, 0.08], [0.36, 0.34, -0.01], [0.30, 0.75, -0.57], [0.13, -0.13, 0.13], [0.04, -0.04, 0.03], [-0.29, -0.02, 0.05], [0.40, -0.24, -0.45], [-0.06, -0.22, 0.35], [-0.02, 0.06, 0.17], [0.07, 0.18, -0.09], [0.00, -0.46, 0.13], [-0.13, 0.03, 0.17], [0.08, 0.04, -0.01], [0.26, 0.00, -0.06], [-0.16, 0.15, 0.96], [-0.08, 0.13, -0.15], [0.20, 0.01, -0.02], [0.20, -0.25, -0.06], [-0.01, 0.41, 0.03], [-0.07, 0.17, -0.03], [0.12, -0.11, 0.03], [0.11, -0.01, 0.09], [-0.85, 0.57, -1.82], [0.83, 0.72, -1.74], [0.28, -0.11, -0.21], [0.18, 0.42, -0.40], [-3.55, -0.01, 0.52], [0.95, 2.33, 0.31], [-0.05, 0.10, -0.48], [-1.31, 0.03, -0.04], [0.00, -0.62, 0.17], [0.21, -0.41, 0.31], [-0.02, -0.22, -0.35], [0.28, -0.07, 0.08], [0.17, 0.32, 0.09], [-1.06, 0.63, -0.67], [-0.04, 0.07, 0.04], [0.04, 0.42, 0.15], [0.40, -0.39, 0.34], [0.37, -0.25, -0.03], [-0.14, -0.22, -0.08], [-0.29, -0.35, -0.22], [-0.53, 0.90, 1.46], [0.27, 0.26, -0.61], [1.40, -0.23, 0.65], [0.62, -0.24, 1.22], [0.46, -2.20, 1.76], [-0.43, -0.43, 1.02], [-0.15, -0.55, 0.24], [0.05, 0.67, 0.38], [-0.47, -0.17, 0.12], [0.50, -0.23, 0.34], [0.18, -0.46, -0.36], [0.15, 0.23, 0.16], [-0.36, -0.10, -0.97], [-0.16, 0.02, 0.05], [0.22, 0.25, -0.45], [-0.03, 0.37, 0.30], [0.31, 0.90, -0.51], [0.29, -0.84, -0.62], [-0.21, 0.41, -0.34], [0.27, -0.19, 0.04], [-0.15, -0.45, -0.01], [0.48, -3.04, -0.57], [-0.20, 2.47, 0.34], [0.08, -1.60, -0.38], [0.22, -0.21, -0.05], [0.27, 0.00, 0.29], [-0.32, 0.37, -0.20], [-0.08, -0.14, 0.01], [-0.31, 0.68, -0.23], [0.23, -0.20, 0.12], [0.09, 0.14, 0.11], [-0.01, 0.31, 0.15], [-0.15, 0.15, -0.05], [-0.28, -0.11, -0.22]], "multiplicity": 3, "homo_lumo_gap_ev": [5.65, 5.42], "charge": 2, "s2": 2.34, "total_energy_ev": -53303.120}